Entry 1:
78
Properties=species:S:1:pos:R:3:mulliken_spin:R:1 method="wB97M-V/def2-TZVPD" multiplicity=5 lumo_energy_ev="-3.127 / -4.326" homo_energy_ev="-9.10 / -10.97" total_charge=+1 orbital_gap_ev="5.9709 / 6.6450"
C -1.939 0.333 -1.127 0.09
C -0.920 0.494 -2.109 0.26
C -0.744 1.891 -2.350 0.11
C -1.673 2.621 -1.521 -0.10
C -2.402 1.642 -0.724 0.09
Os -0.434 1.703 -0.159 1.96
C 1.970 3.990 0.970 0.29
C 1.044 3.154 1.532 -0.01
H 1.342 2.421 2.308 0.00
C -0.408 3.238 1.179 0.01
H -0.703 4.217 0.760 0.04
H -1.081 3.003 2.018 -0.01
C 3.403 3.600 1.090 0.00
H 3.454 2.511 1.276 0.01
H 3.945 3.849 0.164 0.01
H 4.009 4.047 1.894 0.02
C 1.647 4.701 -0.301 -0.01
H 1.040 4.011 -0.926 0.05
H 1.027 5.607 -0.243 0.02
H 2.543 4.985 -0.867 0.00
C -0.294 -0.626 -2.875 0.04
H -0.214 -1.515 -2.239 -0.03
H -0.927 -0.914 -3.730 0.00
H 0.716 -0.388 -3.233 0.05
C 0.011 2.464 -3.510 0.05
H 0.981 1.971 -3.622 -0.01
H -0.556 2.316 -4.442 0.00
H 0.170 3.538 -3.383 0.00
C -2.040 4.062 -1.652 -0.01
H -1.201 4.637 -2.051 0.00
H -2.901 4.192 -2.321 0.00
H -2.310 4.476 -0.679 0.00
C -3.561 1.937 0.165 -0.02
H -3.355 2.809 0.794 0.00
H -4.455 2.140 -0.436 0.00
H -3.761 1.084 0.821 0.00
C -2.606 -0.963 -0.783 0.00
H -3.085 -0.919 0.201 0.00
H -3.386 -1.189 -1.527 0.00
H -1.885 -1.788 -0.795 0.00
C 2.833 -0.438 -3.435 0.89
C 3.009 0.739 -2.684 -0.10
C 3.542 -0.999 -4.427 -0.07
C 3.901 1.620 -3.446 0.09
H 2.706 1.197 -1.722 0.07
C 4.402 -0.111 -5.155 0.06
H 3.492 -2.036 -4.775 0.04
C 4.529 1.192 -4.654 -0.02
H 4.097 2.649 -3.118 0.00
H 4.946 -0.416 -6.083 0.00
H 5.146 1.914 -5.194 0.00
C -0.103 -6.543 1.907 0.00
C 0.232 -5.670 3.086 0.00
N -0.400 -4.331 3.031 0.00
C -1.880 -4.389 3.092 0.00
C -2.374 -4.884 4.440 0.00
C 0.212 -3.404 2.176 0.00
O 1.136 -3.695 1.415 0.00
C -0.261 -1.990 2.335 0.03
C -0.790 -1.574 3.561 0.02
C -1.327 -0.300 3.635 -0.01
C -1.312 0.499 2.493 0.04
N -0.572 0.200 1.408 0.03
C -0.099 -1.074 1.288 0.03
H -1.182 -6.658 1.784 0.00
H 0.337 -7.531 2.052 0.00
H 0.318 -6.102 1.000 0.00
H -0.113 -6.117 4.022 0.00
H 1.313 -5.507 3.143 0.00
H -2.296 -3.396 2.883 0.00
H -2.239 -5.073 2.304 0.00
H -1.951 -4.294 5.260 0.00
H -3.462 -4.769 4.472 0.00
H -2.135 -5.940 4.601 0.00
H -0.796 -2.263 4.402 0.00
H -1.793 0.100 4.529 0.00
H -1.896 1.423 2.472 0.01
H 0.368 -1.368 0.338 -0.02



Entry 2:
8
Properties=species:S:1:pos:R:3:nbo_charge:R:1 method="wB97M-V/def2-TZVPD" lumo_energy_ev=3.881 homo_energy_ev=-4.88 total_charge=-1 orbital_gap_ev=8.7620 e_above_lowest_kj_mol=51.70
O -1.572 -1.381 -0.647 -1.03
S -1.143 0.037 0.013 2.01
O -1.503 1.194 -0.817 -1.01
O -1.522 0.146 1.427 -1.01
Si 1.047 -0.009 0.002 0.59
H 1.572 1.240 0.583 -0.18
H 1.556 -0.107 -1.365 -0.18
H 1.565 -1.121 0.803 -0.18